{
  "formula": "C5H10",
  "method": "ωB97M-V/def2-TZVPD",
  "species": ["C", "C", "C", "C", "C", "H", "H", "H", "H", "H", "H", "H", "H", "H", "H"],
  "xyz": [[-1.9323, -0.4658, -0.0610], [-0.5805, -0.1584, 0.4585], [-0.0311, 1.1740, 0.0143], [0.6414, -0.0536, -0.5432], [1.9204, -0.4330, 0.0977], [-2.0521, 0.0269, -1.0474], [-2.7411, 0.0218, 0.5675], [-2.0454, -1.5360, -0.2146], [-0.3151, -0.3748, 1.5462], [-0.7376, 1.6657, -0.6377], [0.5350, 1.7977, 0.7140], [0.5623, -0.3539, -1.6126], [2.0200, -1.4941, 0.0002], [1.9182, -0.1985, 1.2896], [2.7483, 0.0662, -0.4031]],
  "forces_ev_per_a": [[-1.12, 0.75, -0.19], [1.91, 0.76, 0.43], [0.06, 0.02, -0.23], [-1.70, -0.02, 1.26], [0.44, 0.61, 2.41], [0.12, -0.40, 0.32], [0.78, -0.99, -0.47], [-0.53, -0.06, 0.22], [-0.44, -0.25, -1.72], [0.22, 0.52, -0.05], [-0.25, -0.17, -0.37], [-0.37, 0.35, 0.96], [0.47, -0.74, 0.06], [0.13, -0.36, -2.94], [0.30, -0.01, 0.30]],
  "orbital_gap_ev": 10.798,
  "multiplicity": 1,
  "de_lowest_kj_mol": 141.0,
  "largest_force_ha_per_bohr": 0.0576,
  "lumo_energy_ev": 1.326,
  "homo_energy_ev": -9.472
}



{
  "formula": "C5H10",
  "method": "ωB97M-V/def2-TZVPD",
  "species": ["C", "C", "C", "C", "C", "H", "H", "H", "H", "H", "H", "H", "H", "H", "H"],
  "xyz": [[0.7839, 0.7197, 0.7438], [0.0705, -0.5859, 1.1255], [-1.0796, -0.6748, 0.1208], [-0.3532, -0.3349, -1.1851], [0.5531, 0.8536, -0.7874], [0.3390, 1.5705, 1.2755], [1.8447, 0.7002, 1.0143], [0.7487, -1.4258, 0.9277], [-0.2309, -0.6359, 2.1760], [-1.5752, -1.6513, 0.1158], [-1.8408, 0.0887, 0.3374], [-1.0198, -0.0860, -2.0165], [0.2379, -1.2087, -1.4938], [0.0294, 1.7905, -1.0045], [1.4923, 0.8800, -1.3495]],
  "forces_ev_per_a": [[0.03, 0.03, 0.03], [0.02, -0.05, 0.06], [-0.02, -0.03, 0.00], [-0.03, 0.01, -0.05], [0.00, 0.08, -0.06], [0.05, -0.17, -0.10], [-0.15, 0.01, -0.08], [-0.09, 0.03, 0.14], [0.01, 0.05, -0.14], [0.09, 0.13, -0.05], [0.13, -0.12, 0.00], [0.05, -0.04, 0.13], [-0.03, 0.22, 0.05], [0.11, -0.09, 0.01], [-0.16, -0.07, 0.07]],
  "orbital_gap_ev": 12.311,
  "multiplicity": 1,
  "de_lowest_kj_mol": 2.0,
  "largest_force_ha_per_bohr": 0.0044,
  "lumo_energy_ev": 1.267,
  "homo_energy_ev": -11.044
}



{
  "formula": "C5H10AuMgO4",
  "method": "ωB97M-V/def2-TZVPD",
  "species": ["O", "C", "C", "O", "C", "C", "O", "Au", "H", "H", "H", "H", "H", "H", "H", "H", "C", "O", "Mg", "H", "H"],
  "xyz": [[0.0342, -1.3504, -4.1645], [1.2462, -1.8201, -4.5330], [2.0882, -2.2615, -3.4024], [1.4526, -2.3379, -2.3143], [1.8288, -2.7784, -0.9792], [1.4716, -1.5768, -0.1031], [0.2373, -1.0805, -0.4819], [-0.4310, -1.0687, -2.2979], [1.9030, -1.0777, -5.0529], [1.2349, -2.6831, -5.2426], [3.0229, -2.8266, -3.5103], [-2.2188, 2.3001, -1.7626], [2.8905, -3.0480, -0.9741], [1.1953, -3.6446, -0.7604], [2.2801, -0.8342, -0.2317], [1.4655, -1.8999, 0.9539], [-2.4531, 1.2643, -2.0664], [-1.7157, 0.2106, -1.5620], [-1.4357, -0.3787, 0.4908], [-3.4925, 1.1739, -1.6969], [-2.2189, 1.3824, -3.2109]],
  "forces_ev_per_a": [[-1.64, 0.13, -2.15], [2.27, -0.28, -1.12], [4.01, -0.25, -3.41], [-2.86, -1.20, 5.63], [-0.11, 0.31, -1.13], [1.84, -0.97, 0.41], [-1.81, 1.06, 5.51], [1.44, -1.01, -3.71], [-0.69, 0.02, -0.07], [-0.70, 0.34, 0.07], [-0.43, 0.18, -0.09], [0.85, -0.47, 0.68], [-0.20, 0.10, 0.19], [0.21, 0.06, -0.02], [-0.49, 0.02, 0.05], [0.07, 0.14, -0.34], [-0.69, 1.89, -2.35], [-1.18, 0.78, 4.16], [1.31, 0.13, -2.98], [0.07, -0.23, -1.20], [-1.27, -0.76, 1.88]],
  "orbital_gap_ev": [1.964, 4.523],
  "multiplicity": 3,
  "de_lowest_kj_mol": 0.0,
  "charge": 1,
  "largest_force_ha_per_bohr": 0.1250,
  "lumo_energy_ev": [-6.884, -6.853],
  "homo_energy_ev": [-8.847, -11.376]
}



{
  "formula": "C5H10BN",
  "method": "ωB97M-V/def2-TZVPD",
  "species": ["B", "C", "C", "C", "C", "C", "N", "H", "H", "H", "H", "H", "H", "H", "H", "H", "H"],
  "xyz": [[1.2034, -0.3482, 0.8574], [2.1744, -0.1382, 1.8696], [-1.1997, -0.2243, 2.4724], [0.1060, -1.8723, -0.8348], [0.0089, 0.6379, -1.1745], [0.8196, -0.5185, -0.6018], [2.9943, -0.0620, 2.7101], [-0.7018, 0.3663, 3.2333], [-1.1634, -1.2692, 2.4871], [-1.7016, 0.3037, 1.7007], [-0.7723, -1.8014, -1.5823], [-0.2380, -2.2623, 0.0794], [0.6978, -2.5614, -1.3698], [-0.2529, 0.3290, -2.2335], [-0.8958, 0.8395, -0.5360], [0.6862, 1.5018, -1.2047], [1.7328, -0.5284, -1.1582]],
  "forces_ev_per_a": [[-2.77, 0.10, -0.13], [2.77, 0.18, 2.14], [1.75, 1.24, -0.34], [-1.55, 1.18, -1.83], [-0.41, 0.09, -0.29], [-0.27, -0.71, -0.31], [-1.15, -0.01, -0.95], [-0.17, -0.26, 0.02], [-0.19, -1.27, 0.18], [-0.55, 0.18, -0.43], [0.97, 0.41, 1.45], [-0.62, -0.85, 0.96], [1.21, -0.96, -0.07], [0.01, 0.68, 1.24], [0.79, -0.06, -0.92], [-0.62, 0.16, -0.09], [0.80, -0.10, -0.62]],
  "orbital_gap_ev": [7.840, 6.501],
  "multiplicity": 1,
  "de_lowest_kj_mol": 532.2,
  "largest_force_ha_per_bohr": 0.0682,
  "lumo_energy_ev": [-0.714, -1.003],
  "homo_energy_ev": [-8.553, -7.504]
}



{
  "formula": "C5H10Br2",
  "method": "ωB97M-V/def2-TZVPD",
  "species": ["C", "C", "C", "C", "C", "Br", "Br", "H", "H", "H", "H", "H", "H", "H", "H", "H", "H"],
  "xyz": [[-2.3065, 0.4965, -0.2783], [2.0862, -0.4459, -0.5184], [0.7182, 0.1047, 1.5138], [-1.3932, -0.3786, -1.0074], [1.0901, 0.3633, 0.1507], [-1.2826, -2.2620, -0.6150], [0.7744, 2.1242, -0.5243], [-2.3575, 0.1637, 0.8035], [-3.2676, 0.4267, -0.6943], [-1.9006, 1.4551, -0.2774], [1.7071, -0.9243, -1.5194], [3.0291, 0.2242, -0.8475], [2.4192, -1.2024, 0.2312], [0.7036, -0.8776, 1.8452], [1.6486, 0.5058, 2.1326], [-0.2980, 0.5646, 1.6972], [-1.3704, -0.3381, -2.0920]],
  "forces_ev_per_a": [[0.72, -2.18, 2.57], [2.08, 0.23, -2.15], [0.40, 3.11, 1.60], [-0.25, -1.71, -1.35], [0.19, 0.50, -1.03], [-0.03, 0.71, 0.25], [0.17, -0.51, 0.16], [-0.13, 0.40, -1.12], [-1.55, 0.25, -0.54], [0.28, 1.89, -0.18], [0.64, 0.60, 1.81], [-1.86, -1.54, 0.73], [-0.07, 0.21, -0.99], [-0.24, -2.24, -0.10], [-2.10, 0.00, -0.36], [1.45, -0.17, 0.59], [0.29, 0.44, 0.10]],
  "orbital_gap_ev": [7.777, 9.813],
  "multiplicity": 3,
  "de_lowest_kj_mol": 0.0,
  "largest_force_ha_per_bohr": 0.0684,
  "lumo_energy_ev": [0.761, -0.565],
  "homo_energy_ev": [-7.017, -10.378]
}



{
  "formula": "C5H10BrN2O2",
  "method": "ωB97M-V/def2-TZVPD",
  "species": ["C", "C", "C", "C", "C", "N", "N", "O", "O", "Br", "H", "H", "H", "H", "H", "H", "H", "H", "H", "H"],
  "xyz": [[-0.6111, 0.1599, 0.9799], [0.7546, 0.4721, -1.8183], [-0.4513, -1.3237, 0.8686], [-1.7425, 0.5842, 1.8910], [1.6597, 0.2848, -2.9048], [0.2625, 0.9758, 0.4901], [1.1739, 0.4581, -0.5532], [0.4016, 2.2455, 0.7219], [2.3621, 0.5407, -0.1982], [-1.1285, 0.3492, -2.2100], [-0.1281, -1.7290, 1.8414], [0.0936, -1.7756, 0.0895], [-1.5077, -1.6614, 0.8310], [-2.0687, -0.2377, 2.5955], [-2.6699, 0.8373, 1.3692], [-1.3382, 1.4603, 2.5050], [1.3749, 0.9848, -3.7433], [1.5542, -0.6903, -3.1489], [2.7139, 0.3315, -2.6997], [1.4033, 2.4719, 0.8812]],
  "forces_ev_per_a": [[-0.28, -0.48, 1.32], [-1.85, -0.06, 2.62], [-2.24, 0.09, 0.69], [1.11, 0.73, 1.67], [0.78, 2.86, -1.23], [-0.35, -3.21, -1.02], [-0.27, 1.75, -1.14], [1.44, 2.74, 0.60], [0.81, -0.32, 0.35], [1.07, 0.21, 0.30], [0.21, 0.50, -0.18], [0.82, -0.10, -0.95], [0.58, -0.22, -0.30], [0.82, 0.75, -0.83], [0.41, 0.35, -0.35], [-1.03, -0.98, -0.79], [0.32, -0.99, 0.71], [-0.62, -3.26, -1.71], [0.33, 0.72, 0.63], [-2.05, -1.06, -0.40]],
  "orbital_gap_ev": 8.768,
  "multiplicity": 1,
  "de_lowest_kj_mol": 300.1,
  "charge": 1,
  "largest_force_ha_per_bohr": 0.0727,
  "lumo_energy_ev": -4.397,
  "homo_energy_ev": -13.165
}